(1)
This record from the OMol25 dataset describes a structure of composition C6H8N. The level of theory is ωB97M-V/def2-TZVPD.

Each line ends with the Mulliken charge.
Element x y z (Å)
C: 2.1611 0.0898 -0.1623  -0.4187
C: 1.3849 -1.1965 -0.1317  -0.2648
C: -0.3477 1.0817 -0.1833  -0.7154
C: -1.0007 -0.0179 0.2263  0.8907
C: 0.3499 -0.5859 0.5275  -0.1504
C: -2.3762 -0.3895 -0.0074  -1.1883
N: 0.9747 0.7940 0.4273  0.1291
H: 2.9029 0.2729 0.5126  0.3512
H: 2.4036 0.4176 -1.2002  0.2702
H: 1.6144 -2.1155 -0.5520  0.4368
H: -0.6944 2.0244 -0.7045  0.3747
H: -2.5813 -1.1273 -0.7569  0.3124
H: -3.0669 0.4283 -0.1093  0.3446
H: -2.7763 -1.0284 0.8934  0.3248
H: 1.0521 1.3523 1.2205  0.3031

Its orbital gap is 9.73 eV. As for the spin multiplicity: 1. The value obtained for the LUMO energy is -4.3 eV. The net charge is +1.

***

(2)
This record from the OMol25 dataset describes the ion C6H8N with charge +1. The level of theory is ωB97M-V/def2-TZVPD.

Each line ends with the Mulliken charge.
Element x y z (Å)
C: 0.0418 -1.2967 -0.2203  -0.3895
C: 0.7252 -0.8213 -1.3152  -0.2545
C: 0.7107 0.6775 -1.3657  -0.4122
C: 0.7649 1.2331 0.0229  -0.0819
N: -0.0762 1.3827 0.9583  -0.1270
C: -1.0002 0.8392 1.6631  0.0359
C: -0.9480 -0.6920 1.0466  -0.7393
H: -0.2121 -2.3481 -0.1704  0.3415
H: 1.2868 -1.2129 -2.0985  0.4564
H: -0.2137 1.0604 -1.9223  0.2827
H: 1.5809 1.0427 -1.8997  0.3499
H: 1.8293 1.4564 0.2305  0.2882
H: -1.6757 0.9948 2.3925  0.4805
H: -0.7427 -1.4245 1.8659  0.3928
H: -2.0709 -0.8912 0.8124  0.3765

Its orbital gap is 8.61 eV. As for the spin multiplicity: 1. The value obtained for the LUMO energy is -5.7 eV. The net charge is +1.

***

Energy above the most stable structure, in kJ/mol: (1) 0.0; (2) 10.0

***

(1)
This record from the OMol25 dataset describes the molecule C5H8N2. The level of theory is ωB97M-V/def2-TZVPD.

Each line ends with the Mulliken charge.
Element x y z (Å)
N: -2.8819 -0.3183 1.4837  -0.4481
C: -1.9856 -0.0519 0.8078  -0.0057
C: -0.8887 0.2324 -0.1112  0.3436
N: -1.1481 -0.2594 -1.4469  -0.6185
C: 0.3815 -0.3739 0.3806  -0.3055
C: 1.4391 0.4084 1.0073  -0.5131
C: 1.6402 0.0827 -0.4326  -0.6028
H: -0.7908 1.3177 -0.1895  0.2647
H: -1.9872 0.1720 -1.8093  0.2522
H: -1.2974 -1.2631 -1.4202  0.2753
H: 0.3221 -1.4326 0.6344  0.4012
H: 1.2073 1.4304 1.2471  0.2368
H: 2.0381 -0.1265 1.7203  0.2503
H: 2.3394 -0.7024 -0.6892  0.2504
H: 1.6120 0.8846 -1.1821  0.2193

Its orbital gap is 11.12 eV. As for the spin multiplicity: 1. The value obtained for the LUMO energy is 1.0 eV. The net charge is 0.

***

(2)
This record from the OMol25 dataset describes the molecule C5H8N2. The level of theory is ωB97M-V/def2-TZVPD.

Each line ends with the Mulliken charge.
Element x y z (Å)
C: 1.5282 -0.9255 0.6067  -0.8501
N: 0.4780 0.0393 0.3991  0.1397
C: 0.0739 1.0157 1.2922  -0.4195
C: -1.1101 1.5728 0.8617  -0.5356
C: -1.5276 0.9323 -0.3656  -1.1295
C: -0.5367 0.0175 -0.5290  0.2674
N: -0.7051 -0.6707 -1.7980  -0.2340
H: 1.9447 -1.2393 -0.3571  0.3128
H: 2.3342 -0.4644 1.1840  0.3013
H: 1.1800 -1.8178 1.1441  0.2823
H: 0.6825 1.2169 2.1677  0.3460
H: -1.6105 2.3852 1.3792  0.3791
H: -1.6526 0.0503 -1.7963  0.5041
H: -0.9062 -1.6722 -1.7773  0.3212
H: -0.0300 -0.4603 -2.5356  0.3149

Its orbital gap is 8.14 eV. As for the spin multiplicity: 1. The value obtained for the LUMO energy is 0.4 eV. The net charge is 0.

***

Energy above the most stable structure, in kJ/mol: (1) 0.0; (2) 268.8

***

(1)
This record from the OMol25 dataset describes the molecule C5H8N2. The level of theory is ωB97M-V/def2-TZVPD.

Each line ends with the Mulliken charge.
Element x y z (Å)
C: -2.2914 -0.1931 -0.0236  -1.1330
C: -0.8626 0.2171 0.1538  0.9441
C: -0.2299 1.2084 -0.5061  -0.8234
N: 1.1775 1.1136 -0.2990  -0.4008
C: 1.3376 -0.1416 0.3472  0.3505
N: 2.5407 -0.8047 0.0984  -0.6390
C: 0.1540 -0.5847 0.8364  -0.8289
H: -2.4130 -0.7678 -0.9512  0.2385
H: -2.6397 -0.8249 0.7979  0.3369
H: -2.9355 0.6867 -0.0900  0.3197
H: -0.5575 1.8104 -1.3429  0.3656
H: 1.4611 1.8390 0.3723  0.2831
H: 2.3196 -1.7624 -0.1603  0.2703
H: 2.9510 -0.3597 -0.7194  0.3104
H: -0.0122 -1.4363 1.4864  0.4060

Its orbital gap is 8.51 eV. As for the spin multiplicity: 1. The value obtained for the LUMO energy is 1.0 eV. The net charge is 0.

***

(2)
This record from the OMol25 dataset describes the molecule C5H8N2. The level of theory is ωB97M-V/def2-TZVPD.

Each line ends with the Mulliken charge.
Element x y z (Å)
C: -2.5993 -0.2570 -0.1104  -0.5752
N: -1.3951 0.1648 0.2989  0.5866
C: -0.3158 -0.7207 -0.1086  -0.3043
C: 0.8750 0.1767 0.0034  0.4207
C: 2.2947 -0.1581 -0.3192  -1.1471
C: 0.3924 1.2608 0.6595  -0.3794
N: -0.9858 1.2679 0.8698  -0.9267
H: -0.8547 -1.2350 -0.9372  0.2385
H: -2.6648 -0.3514 -1.1901  0.2730
H: -3.4798 -0.0043 0.4461  0.2700
H: -0.2431 -1.5428 0.6176  0.2416
H: 2.9723 0.6082 0.0727  0.3060
H: 2.4593 -0.2323 -1.3994  0.2794
H: 2.5969 -1.1179 0.1220  0.2869
H: 0.9480 2.1412 0.9749  0.4300

Its orbital gap (alpha / beta) is 7.41 / 7.63 eV. As for the spin multiplicity: 1. The value obtained for the LUMO energy (alpha / beta) is 0.3 / 0.2 eV. The net charge is 0.

***

(3)
This record from the OMol25 dataset describes a structure of composition C5H8N2. The level of theory is ωB97M-V/def2-TZVPD.

Each line ends with the Mulliken charge.
Element x y z (Å)
C: 2.5685 -0.3532 0.0504  -0.8944
C: 0.5901 0.0794 0.5469  0.3476
C: -0.2967 -0.7062 -0.2130  -0.8954
C: -1.4275 0.1145 -0.1801  0.8440
N: -2.7228 -0.1980 -0.6042  -0.5344
C: -1.0264 1.3582 0.3816  -0.7502
N: 0.2763 1.3631 0.7099  -0.5859
H: 2.6325 -0.9198 0.9737  0.2836
H: 2.4507 -0.9915 -0.8237  0.3098
H: 3.4383 0.3063 -0.0390  0.3621
H: -0.2248 -1.7547 -0.4702  0.3426
H: -3.4483 0.2073 -0.0287  0.2371
H: -2.8825 -1.1884 -0.7265  0.2375
H: -1.6504 2.2255 0.5691  0.3996
H: 1.7919 0.4836 -0.0748  0.2963

Its orbital gap is 7.97 eV. As for the spin multiplicity: 1. The value obtained for the LUMO energy is 0.4 eV. The net charge is 0.

***

Energy above the most stable structure, in kJ/mol: (1) 0.0; (2) 239.3; (3) 310.5

***

(1)
This record from the OMol25 dataset describes the molecule C5H8N2. The level of theory is ωB97M-V/def2-TZVPD.

Each line ends with the Mulliken charge.
Element x y z (Å)
C: 0.8296 -0.1806 -2.4002  -0.7556
N: -0.1779 0.4942 -1.3889  0.3776
C: 0.5005 0.7555 -0.1474  -0.6778
C: -0.1381 0.1163 0.8375  0.7054
C: 0.2598 -0.0503 2.2672  -1.1877
C: -1.3040 -0.4819 0.1886  -0.1759
N: -1.3804 -0.2434 -1.0719  -0.7075
H: -0.4848 1.3416 -1.8599  0.3231
H: 0.1343 -0.7070 -3.0741  0.1889
H: 1.2914 -0.9554 -1.7634  0.1191
H: 1.4305 1.3067 -0.1820  0.4233
H: -0.5288 0.2942 2.9441  0.3120
H: 1.1742 0.5088 2.4838  0.3203
H: 0.4478 -1.1077 2.4851  0.2918
H: -2.0540 -1.0910 0.6814  0.4431

Its orbital gap is 7.20 eV. As for the spin multiplicity: 1. The value obtained for the LUMO energy is 0.3 eV. The net charge is 0.

***

(2)
This record from the OMol25 dataset describes the molecule C5H8N2. The level of theory is ωB97M-V/def2-TZVPD.

Each line ends with the Mulliken charge.
Element x y z (Å)
C: 1.2242 -0.5952 -1.3883  -1.2108
C: -0.2142 -0.6494 -0.9346  0.2180
C: -0.6554 -0.9124 0.4565  -0.0915
C: 0.3025 -0.7407 1.5301  0.1482
N: 0.9790 -0.3582 2.3880  -0.5079
N: -1.0056 0.3749 -0.1756  -0.2987
C: -0.6183 1.5870 0.7398  -0.7618
H: 1.8677 -0.1185 -0.6487  0.3439
H: 1.6137 -1.6071 -1.5789  0.3134
H: 1.2860 -0.0500 -2.3353  0.3142
H: -0.8233 -1.2188 -1.6540  0.3132
H: -1.4355 -1.6502 0.6581  0.3239
H: -1.0179 1.2084 1.6703  0.3519
H: -1.1417 2.5574 0.6193  0.2640
H: 0.4450 1.8366 0.9083  0.2800

Its orbital gap is 10.38 eV. As for the spin multiplicity: 1. The value obtained for the LUMO energy is 0.9 eV. The net charge is 0.

***

(3)
This record from the OMol25 dataset describes the molecule C5H8N2. The level of theory is ωB97M-V/def2-TZVPD.

Each line ends with the Mulliken charge.
Element x y z (Å)
C: -0.6241 1.2792 1.5528  -1.3583
C: 0.2887 0.4680 0.6646  0.3874
C: 0.5197 -0.9813 0.9025  -0.5367
N: -0.3445 -0.5370 -0.1800  -0.3597
C: 0.2013 -0.7866 -1.5010  -0.3045
C: -0.4892 -0.0610 -2.5828  0.1393
N: -0.9735 0.4737 -3.4866  -0.3888
H: -1.5033 0.6769 1.7951  0.3264
H: -0.9654 2.1899 1.0504  0.3150
H: -0.1265 1.5661 2.4860  0.3181
H: 1.1386 1.0020 0.2380  0.3346
H: 1.5016 -1.3841 0.6427  0.2666
H: 0.0174 -1.5021 1.7139  0.2463
H: 1.2753 -0.5494 -1.5794  0.2971
H: 0.0839 -1.8544 -1.7162  0.3173

Its orbital gap is 10.81 eV. As for the spin multiplicity: 1. The value obtained for the LUMO energy is 0.9 eV. The net charge is 0.

***

(4)
This record from the OMol25 dataset describes the molecule C5H8N2. The level of theory is ωB97M-V/def2-TZVPD.

Each line ends with the Mulliken charge.
Element x y z (Å)
C: 1.2715 -2.1359 0.2602  -0.7742
N: 0.8292 -0.8417 0.5098  0.0776
C: 0.2904 -0.2399 1.5554  -0.2697
N: -0.5654 0.8103 1.2365  -0.6193
C: -0.6513 0.8407 -0.0519  0.7931
C: -1.3629 1.9158 -0.7992  -1.1354
C: 0.1991 -0.2441 -0.6776  -0.6186
H: 2.1890 -2.1537 -0.3197  0.2178
H: 1.2326 -2.7933 1.1099  0.2847
H: -0.1345 -1.2620 -0.9749  0.3978
H: 0.4229 -0.6029 2.5624  0.4237
H: -2.0662 2.4217 -0.1325  0.3255
H: -0.6494 2.6610 -1.1719  0.2855
H: -1.8987 1.5086 -1.6622  0.3275
H: 0.8935 0.1155 -1.4441  0.2842

Its orbital gap (alpha / beta) is 6.57 / 7.26 eV. As for the spin multiplicity: 1. The value obtained for the LUMO energy (alpha / beta) is 0.1 / 0.3 eV. The net charge is 0.

***

Energy above the most stable structure, in kJ/mol: (1) 273.2; (2) 95.0; (3) 0.0; (4) 182.7

***

(1)
This record from the OMol25 dataset describes the molecule C5H8N2. The level of theory is ωB97M-V/def2-TZVPD.

Each line ends with the Mulliken charge.
Element x y z (Å)
H: 0.7610 -2.4140 2.0067  0.2284
N: 1.5185 -1.8318 1.6308  -0.7919
C: 1.0277 -0.8606 0.9543  0.4775
C: 1.7265 0.1647 0.1591  -0.7820
C: 0.8185 0.9647 -0.4553  -0.1871
N: -0.4673 0.5409 -0.2470  0.1407
C: -1.6501 1.0967 -0.8729  -0.8850
C: -0.3633 -0.7532 0.3732  -0.4693
H: 2.7991 0.2493 0.1335  0.3921
H: 0.9883 1.8498 -1.0672  0.3683
H: -1.4533 2.1343 -1.1646  0.3065
H: -1.9537 0.5417 -1.7682  0.3237
H: -2.4964 1.1166 -0.1763  0.2996
H: 0.1901 -1.5512 -0.2460  0.2279
H: -1.2933 -1.0951 0.8352  0.3505

Its orbital gap is 8.49 eV. As for the spin multiplicity: 1. The value obtained for the LUMO energy is 0.7 eV. The net charge is 0.

***

(2)
This record from the OMol25 dataset describes a cluster of 2 separate species, C5H8N2 in total. The level of theory is ωB97M-V/def2-TZVPD.

Each line ends with the Mulliken charge.
Element x y z (Å)
C: -2.0764 0.1762 -0.0090  -1.2092
C: -0.9317 -0.3879 -0.8064  0.2943
C: 0.3209 0.3740 -1.1218  0.0523
C: 0.6489 1.5865 -0.4020  -0.0224
N: 1.0830 2.4065 0.2922  -0.5119
N: 0.3221 -0.8182 -0.2530  -0.4539
C: 1.9374 -0.8368 1.3348  -0.7152
H: -1.7370 0.9539 0.6792  0.3611
H: -2.8529 0.5881 -0.6641  0.3044
H: -2.5145 -0.6390 0.5747  0.2871
H: -1.2340 -1.1198 -1.5671  0.3372
H: 0.8036 0.3176 -2.1058  0.3296
H: 1.8573 -1.2996 0.3843  0.3858
H: 2.3097 -1.5172 2.1016  0.3021
H: 2.0635 0.2157 1.5625  0.2588

Its orbital gap (alpha / beta) is 10.00 / 7.46 eV. As for the spin multiplicity: 1. The value obtained for the LUMO energy (alpha / beta) is 0.1 / -1.1 eV. The net charge is 0.

***

(3)
This record from the OMol25 dataset describes the molecule C5H8N2. The level of theory is ωB97M-V/def2-TZVPD.

Each line ends with the Mulliken charge.
Element x y z (Å)
C: -0.6111 0.7769 2.3376  -1.0819
C: 0.1090 0.4874 1.0615  0.6170
C: 0.1270 -0.6919 0.3807  -0.5423
N: 0.5799 -0.4005 -0.8924  0.0826
C: 0.0605 -1.1086 -2.0455  -0.8748
C: 0.8307 0.9417 -0.8917  -0.1034
N: 0.5857 1.5062 0.2595  -0.6516
H: -0.2362 1.6964 2.7988  0.3168
H: -1.6692 0.9338 2.0756  0.2225
H: -0.5611 -0.0577 3.0480  0.3277
H: -0.1570 -1.6972 0.6618  0.3679
H: -1.0347 -1.0426 -2.0352  0.3309
H: 0.4342 -0.6361 -2.9557  0.3259
H: 0.3494 -2.1618 -2.0274  0.2718
H: 1.1927 1.4541 -1.7755  0.3910

Its orbital gap is 9.42 eV. As for the spin multiplicity: 1. The value obtained for the LUMO energy is 0.9 eV. The net charge is 0.

***

Energy above the most stable structure, in kJ/mol: (1) 173.3; (2) 553.7; (3) 0.0

***

(1)
This record from the OMol25 dataset describes a structure of composition C5H8N2. The level of theory is ωB97M-V/def2-TZVPD.

Each line ends with the Mulliken charge.
Element x y z (Å)
C: -0.2903 -0.7106 0.8756  -1.1348
C: -0.1183 -0.1257 -0.5003  1.0466
C: 0.4562 -0.8712 -1.6544  -1.2125
N: -1.0636 0.9398 -0.7368  -0.6316
C: 0.2097 1.2944 -0.1228  -0.4310
C: 0.1632 0.9734 1.2997  0.2601
N: 0.4236 1.2970 2.4841  -0.7530
H: 0.1148 0.2698 2.4800  0.4045
H: 0.4804 -1.4671 1.1326  0.4057
H: -1.2749 -1.1984 1.0518  0.3306
H: -0.2127 -1.6873 -1.9418  0.2790
H: 0.5764 -0.1968 -2.5031  0.3717
H: 1.4286 -1.2997 -1.3886  0.3038
H: -1.8266 0.9505 -0.0602  0.2991
H: 0.8606 2.0177 -0.5935  0.4617

Its orbital gap is 10.08 eV. As for the spin multiplicity: 1. The value obtained for the LUMO energy is 0.9 eV. The net charge is 0.

***

(2)
This record from the OMol25 dataset describes the molecule C5H8N2. The level of theory is ωB97M-V/def2-TZVPD.

Each line ends with the Mulliken charge.
Element x y z (Å)
C: 1.6730 -0.7767 -0.5776  -1.3651
C: 0.7360 0.3511 -0.1521  -0.6095
C: -1.6168 2.1710 0.4520  -0.3771
N: -1.6635 0.8616 0.4265  -0.2114
C: -0.5636 -0.1400 0.5104  0.6285
C: -1.0550 -1.4001 -0.0723  0.0365
N: -1.4683 -2.3908 -0.5026  -0.4283
H: 1.2283 -1.3713 -1.3816  0.3816
H: 2.6134 -0.3586 -0.9483  0.3694
H: 1.9069 -1.4546 0.2503  0.3458
H: 1.2453 1.0127 0.5558  0.3594
H: 0.4669 0.9588 -1.0224  0.3432
H: -0.5443 2.4524 0.5229  0.2013
H: -2.5834 0.4330 0.3678  0.2132
H: -0.3749 -0.3485 1.5714  0.1125

Its orbital gap is 9.37 eV. As for the spin multiplicity: 1. The value obtained for the LUMO energy is 0.6 eV. The net charge is 0.

***

(3)
This record from the OMol25 dataset describes the molecule C5H8N2. The level of theory is ωB97M-V/def2-TZVPD.

Each line ends with the Mulliken charge.
Element x y z (Å)
C: 1.1695 0.9044 1.5347  -1.3816
C: 0.6570 0.2257 0.2901  0.3518
C: 0.3478 -1.2264 0.2378  -0.5626
N: -0.7190 -0.2457 0.3164  -0.3154
C: -1.5881 -0.0759 -0.8319  -0.4119
C: -0.9154 0.0644 -2.1451  0.3361
N: -0.3634 0.1889 -3.1548  -0.4200
H: 0.7189 0.4568 2.4256  0.3366
H: 0.9225 1.9714 1.5272  0.2954
H: 2.2582 0.8088 1.6080  0.3232
H: 1.0144 0.6448 -0.6535  0.3569
H: 0.5088 -1.7364 -0.7109  0.2980
H: 0.4609 -1.8507 1.1209  0.2490
H: -2.2586 -0.9419 -0.8863  0.2702
H: -2.2135 0.8117 -0.6780  0.2742

Its orbital gap is 10.83 eV. As for the spin multiplicity: 1. The value obtained for the LUMO energy is 1.0 eV. The net charge is 0.

***

Energy above the most stable structure, in kJ/mol: (1) 266.1; (2) 117.1; (3) 0.0